1.
Formula: C29H50BClIN2O5
Source: OMol25
Level of theory: the ωB97M-V functional and the def2-TZVPD basis

The calculation puts the frontier orbital gap at 7.05 eV. For the LUMO energy, the calculation gives -0.184 Ha. As for the charge: +1. For the total energy, the calculation gives -65376.6460 eV.

XYZ file:
```
89
C29H50BClIN2O5 (the ωB97M-V functional and the def2-TZVPD basis)
C 1.654 3.796 -6.296
C 1.517 2.966 -4.873
C 0.189 1.990 -4.946
C -1.137 2.690 -5.610
C -1.769 3.911 -4.663
C -2.583 3.149 -3.444
C -3.577 4.126 -2.580
C -2.894 4.791 -1.238
C -2.141 3.721 -0.249
C -2.749 3.704 1.300
C -1.574 3.005 2.240
C -1.692 1.373 2.336
C -1.193 0.590 0.945
C -0.263 -0.736 1.304
C -1.041 -2.203 1.231
C -2.631 -2.412 0.872
C -3.585 -2.217 2.227
O -3.212 -2.640 3.450
Cl -5.286 -1.413 2.111
C -0.187 -3.596 1.576
C -0.874 -5.109 1.582
O -1.074 -5.785 2.745
O -1.219 -5.725 0.291
C 1.399 -3.385 1.952
N 2.245 -4.590 2.296
C 2.489 -5.221 1.100
C 2.390 -6.883 1.124
C 2.812 -4.418 -0.297
C 2.095 -1.864 1.998
C 3.691 -1.834 2.377
C 3.934 -2.022 4.021
C 2.573 -1.722 4.906
I 5.694 -0.909 4.756
N 1.227 -0.645 1.697
B 1.834 0.777 1.781
O 1.598 1.469 3.092
C 2.649 1.515 0.558
C 1.964 1.338 -0.929
H 2.767 4.085 -6.548
H 0.926 4.718 -6.244
H 1.224 3.085 -7.153
H 2.531 2.354 -4.742
H 1.444 3.676 -3.928
H 0.499 1.020 -5.564
H -0.022 1.598 -3.843
H -1.974 1.842 -5.651
H -0.992 3.029 -6.738
H -0.859 4.457 -4.166
H -2.443 4.602 -5.332
H -1.775 2.582 -2.787
H -3.280 2.328 -3.952
H -4.551 3.529 -2.272
H -3.916 5.015 -3.283
H -3.788 5.318 -0.648
H -2.098 5.591 -1.612
H -2.267 2.623 -0.656
H -0.990 3.998 -0.156
H -3.022 4.798 1.633
H -3.714 3.005 1.240
H -1.755 3.441 3.336
H -0.511 3.336 1.879
H -1.072 0.886 3.209
H -2.833 1.095 2.507
H -2.211 0.301 0.393
H -0.653 1.338 0.187
H -3.031 -1.688 0.018
H -2.880 -3.510 0.480
H -1.240 -4.948 -0.370
H 2.520 -7.239 0.017
H 3.206 -7.268 1.869
H 1.343 -7.128 1.597
H 1.862 -3.891 -0.773
H 3.673 -3.618 -0.200
H 3.158 -5.249 -1.080
H 4.163 -2.821 1.898
H 4.296 -0.942 1.923
H 4.185 -3.174 4.206
H 2.880 -1.936 6.040
H 1.711 -2.517 4.682
H 2.203 -0.612 4.863
H 2.361 2.123 3.206
H 3.805 1.223 0.540
H 2.626 2.685 0.788
H 1.166 2.201 -1.127
H 1.508 0.260 -0.999
H 2.847 1.515 -1.713
O -3.026 -5.810 4.938
H -2.335 -6.037 4.298
H -2.937 -4.851 5.048
```

Atomic partial charges in e from the Mulliken method, atoms 1 to 5: -0.96 -0.26 -0.36 -0.57 -0.42

2.
Formula: C41H31BiN10O7S
Source: OMol25
Level of theory: the ωB97M-V functional and the def2-TZVPD basis

The calculation puts the frontier orbital gap (spin up / spin down) at 5.04 / 5.03 eV. For the LUMO energy (spin up / spin down), the calculation gives -0.026 / -0.026 Ha. For the total energy, the calculation gives -88928.4460 eV. The value obtained for the energy above the lowest of the compared OMol25 structures with the same formula, charge and spin is 63.4 kcal per mole.

XYZ file:
```
91
C41H31BiN10O7S (the ωB97M-V functional and the def2-TZVPD basis)
Bi -0.601 -0.540 -0.591
C -4.955 -0.455 0.928
C -3.611 -0.648 0.853
N -2.867 -0.132 -0.160
C -3.515 0.617 -1.086
C -4.921 0.776 -0.973
N -5.629 0.264 -0.010
C -2.709 1.207 -2.091
C -3.206 2.088 -3.029
C -2.381 2.713 -3.961
C -1.028 2.358 -3.942
C -0.525 1.445 -3.042
N -1.341 0.888 -2.044
C 0.812 0.966 -3.106
C 1.798 1.434 -4.014
N 2.993 0.923 -4.104
C 3.270 -0.126 -3.284
C 2.365 -0.580 -2.374
N 1.138 -0.021 -2.239
C -2.910 3.671 -4.947
C -4.209 3.573 -5.443
C -4.657 4.498 -6.371
N -3.916 5.500 -6.840
C -2.674 5.593 -6.367
C -2.135 4.722 -5.436
H -5.537 -0.875 1.736
H -3.081 -1.207 1.606
H -5.461 1.352 -1.715
H -4.260 2.326 -3.012
H -0.367 2.766 -4.692
H 1.582 2.263 -4.677
H 4.245 -0.582 -3.383
H 2.598 -1.409 -1.723
H -4.861 2.766 -5.133
H -5.663 4.426 -6.769
H -2.081 6.416 -6.750
H -1.127 4.882 -5.073
O -3.600 -6.147 0.393
C -2.902 -5.928 1.484
O -2.865 -6.701 2.413
C -2.121 -4.652 1.563
C -1.525 -4.252 2.737
N -0.870 -3.108 2.476
N -0.972 -2.742 1.191
C -1.753 -3.651 0.625
C -2.194 -3.454 -0.806
O -3.151 -4.142 -1.188
O -1.602 -2.573 -1.490
H -3.488 -5.384 -0.260
H -1.550 -4.718 3.708
H -0.299 -2.563 3.103
C 7.802 0.803 2.016
C 6.438 0.170 2.021
C 5.400 0.709 1.262
C 4.132 0.158 1.295
C 3.913 -0.962 2.088
C 4.925 -1.522 2.855
C 6.183 -0.949 2.813
S 2.296 -1.639 2.151
O 2.217 -2.557 3.254
O 2.267 -2.408 0.767
N 1.268 -0.550 1.942
C 0.903 0.346 2.965
C 1.446 0.343 4.234
C 1.013 1.228 5.238
C 0.023 2.128 4.983
C -0.536 2.194 3.688
C -1.544 3.134 3.374
C -2.017 3.223 2.102
C -1.478 2.360 1.132
N -0.571 1.447 1.384
C -0.088 1.332 2.657
H 7.949 1.422 1.133
H 8.586 0.047 2.048
H 7.921 1.440 2.895
H 5.589 1.572 0.635
H 3.320 0.581 0.717
H 4.723 -2.389 3.471
H 6.986 -1.376 3.403
H 2.218 -0.376 4.477
H 1.472 1.180 6.217
H -0.338 2.802 5.749
H -1.921 3.780 4.159
H -2.781 3.936 1.824
H -1.800 2.436 0.099
C 1.994 -4.814 1.472
C 2.197 -3.796 0.404
O 2.323 -4.009 -0.750
H 2.926 -5.373 1.574
H 1.228 -5.506 1.129
H 1.734 -4.388 2.430
```

Atomic partial charges in e from the Mulliken method, atoms 1 to 5: 1.80 -0.70 -0.54 0.46 0.16

Copy entry 1 word for word.
Formula: C29H50BClIN2O5
Source: OMol25
Level of theory: the ωB97M-V functional and the def2-TZVPD basis

The calculation puts the frontier orbital gap at 7.05 eV. For the LUMO energy, the calculation gives -0.184 Ha. As for the charge: +1. For the total energy, the calculation gives -65376.6460 eV.

XYZ file:
```
89
C29H50BClIN2O5 (the ωB97M-V functional and the def2-TZVPD basis)
C 1.654 3.796 -6.296
C 1.517 2.966 -4.873
C 0.189 1.990 -4.946
C -1.137 2.690 -5.610
C -1.769 3.911 -4.663
C -2.583 3.149 -3.444
C -3.577 4.126 -2.580
C -2.894 4.791 -1.238
C -2.141 3.721 -0.249
C -2.749 3.704 1.300
C -1.574 3.005 2.240
C -1.692 1.373 2.336
C -1.193 0.590 0.945
C -0.263 -0.736 1.304
C -1.041 -2.203 1.231
C -2.631 -2.412 0.872
C -3.585 -2.217 2.227
O -3.212 -2.640 3.450
Cl -5.286 -1.413 2.111
C -0.187 -3.596 1.576
C -0.874 -5.109 1.582
O -1.074 -5.785 2.745
O -1.219 -5.725 0.291
C 1.399 -3.385 1.952
N 2.245 -4.590 2.296
C 2.489 -5.221 1.100
C 2.390 -6.883 1.124
C 2.812 -4.418 -0.297
C 2.095 -1.864 1.998
C 3.691 -1.834 2.377
C 3.934 -2.022 4.021
C 2.573 -1.722 4.906
I 5.694 -0.909 4.756
N 1.227 -0.645 1.697
B 1.834 0.777 1.781
O 1.598 1.469 3.092
C 2.649 1.515 0.558
C 1.964 1.338 -0.929
H 2.767 4.085 -6.548
H 0.926 4.718 -6.244
H 1.224 3.085 -7.153
H 2.531 2.354 -4.742
H 1.444 3.676 -3.928
H 0.499 1.020 -5.564
H -0.022 1.598 -3.843
H -1.974 1.842 -5.651
H -0.992 3.029 -6.738
H -0.859 4.457 -4.166
H -2.443 4.602 -5.332
H -1.775 2.582 -2.787
H -3.280 2.328 -3.952
H -4.551 3.529 -2.272
H -3.916 5.015 -3.283
H -3.788 5.318 -0.648
H -2.098 5.591 -1.612
H -2.267 2.623 -0.656
H -0.990 3.998 -0.156
H -3.022 4.798 1.633
H -3.714 3.005 1.240
H -1.755 3.441 3.336
H -0.511 3.336 1.879
H -1.072 0.886 3.209
H -2.833 1.095 2.507
H -2.211 0.301 0.393
H -0.653 1.338 0.187
H -3.031 -1.688 0.018
H -2.880 -3.510 0.480
H -1.240 -4.948 -0.370
H 2.520 -7.239 0.017
H 3.206 -7.268 1.869
H 1.343 -7.128 1.597
H 1.862 -3.891 -0.773
H 3.673 -3.618 -0.200
H 3.158 -5.249 -1.080
H 4.163 -2.821 1.898
H 4.296 -0.942 1.923
H 4.185 -3.174 4.206
H 2.880 -1.936 6.040
H 1.711 -2.517 4.682
H 2.203 -0.612 4.863
H 2.361 2.123 3.206
H 3.805 1.223 0.540
H 2.626 2.685 0.788
H 1.166 2.201 -1.127
H 1.508 0.260 -0.999
H 2.847 1.515 -1.713
O -3.026 -5.810 4.938
H -2.335 -6.037 4.298
H -2.937 -4.851 5.048
```

Atomic partial charges in e from the Mulliken method, atoms 1 to 5: -0.96 -0.26 -0.36 -0.57 -0.42